Below is the ion C18H18F with charge +1, with properties calculated with ωB97M-V with the def2-TZVPD basis set.

The geometry in ORCA input format:
```
! RIJCOSX wB97M-V def2-TZVPD def2/J DEFGRID3
* xyz 1 1
C 2.027 2.603 -0.899
C 2.990 1.724 -0.041
C 2.235 0.449 0.125
C 1.131 0.289 -0.706
C 0.878 1.670 -1.383
H 1.649 3.485 -0.351
H 2.580 2.985 -1.789
H 3.927 1.551 -0.638
H 3.305 2.214 0.863
H 2.577 -0.300 0.852
H 0.947 -0.654 -1.410
H -0.066 2.084 -1.037
H 0.807 1.612 -2.488
F -4.617 0.914 -3.092
C -3.675 0.635 -2.140
C -3.422 1.587 -1.176
C -2.422 1.315 -0.241
C -1.634 0.167 -0.354
C -0.252 0.080 0.364
C -0.082 -1.109 1.351
C 0.595 -0.885 2.549
C 1.233 -1.938 3.173
C 1.187 -3.222 2.612
C 0.359 -3.473 1.503
C -0.384 -2.456 0.930
C -1.867 -0.757 -1.393
C -2.928 -0.518 -2.296
H -3.979 2.509 -1.130
H -2.241 2.026 0.591
H -0.032 1.028 0.896
H 0.645 0.139 2.970
H 1.831 -1.742 4.071
H 1.801 -4.028 3.046
H 0.341 -4.464 1.067
H -1.144 -2.687 0.198
H -1.188 -1.615 -1.531
H -3.111 -1.218 -3.069
*
```

Output
ΔE to the lowest compared entry with this formula, charge and spin (kJ/mol): 91.53
HOMO energy (eV): -12.138

Formally, the Löwdin partial charges of the atoms, in units of the elementary charge, are as follows:
1. C -0.14
2. C -0.09
3. C 0.12
4. C -0.16
5. C -0.13
6. H 0.12
7. H 0.12
8. H 0.17
9. H 0.13
10. H 0.15
11. H 0.22
12. H 0.09
13. H 0.13
14. F 0.06
15. C -0.24
16. C 0.02
17. C -0.03
18. C -0.20
19. C -0.09
20. C -0.18
21. C -0.08
22. C -0.08
23. C -0.06
24. C -0.06
25. C -0.01
26. C -0.02
27. C 0.03
28. H 0.13
29. H 0.14
30. H 0.13
31. H 0.13
32. H 0.12
33. H 0.12
34. H 0.11
35. H 0.10
36. H 0.11
37. H 0.11